1.
C24H8Cl61I2N2O2PS | wB97M-V/def2-TZVPD

```
101
C24H8Cl61I2N2O2PS, DFT wB97M-V/def2-TZVPD
C 4.468 0.502 5.813
C 3.072 1.061 6.036
C 2.133 -0.018 6.551
I 2.474 -0.429 8.634
C 0.671 0.155 6.303
C -0.015 1.367 6.675
P 0.958 2.749 7.473
O 0.727 3.991 6.425
O 0.019 3.200 8.711
C -1.343 1.509 6.477
Cl -2.228 2.912 6.885
C -2.105 0.483 5.884
N -3.370 0.462 5.602
S -3.693 -0.953 4.925
N -2.231 -1.598 5.006
C -1.431 -0.719 5.530
C -0.051 -0.843 5.762
I 0.764 -2.698 5.219
H 5.036 1.135 5.144
H 4.965 0.383 6.764
H 4.435 -0.481 5.368
H 3.190 1.855 6.747
H 2.681 1.479 5.110
H 2.447 -0.913 6.059
H 1.422 3.961 5.756
H 0.359 4.053 9.012
C 4.289 0.434 0.893
Cl 3.749 0.013 -0.727
Cl 3.665 -0.772 2.020
Cl 6.053 0.458 0.956
Cl 3.683 2.045 1.319
C 4.356 1.633 -4.520
Cl 4.531 2.272 -2.889
Cl 3.528 2.820 -5.524
Cl 5.939 1.270 -5.209
Cl 3.425 0.135 -4.429
C -0.852 1.649 1.620
Cl -0.761 1.802 3.374
Cl -1.724 0.161 1.231
Cl -1.737 3.028 0.961
Cl 0.765 1.599 0.927
C 4.554 6.563 -3.452
Cl 5.892 5.425 -3.627
Cl 5.083 7.948 -2.492
Cl 4.024 7.114 -5.043
Cl 3.216 5.756 -2.629
C -0.655 4.941 -3.635
Cl 0.696 3.827 -3.853
Cl -0.114 6.325 -2.686
Cl -1.235 5.460 -5.232
Cl -1.964 4.112 -2.787
C 3.342 -4.073 -3.606
Cl 4.739 -3.113 -3.115
Cl 3.834 -5.201 -4.886
Cl 2.698 -4.929 -2.212
Cl 2.102 -2.991 -4.250
C -0.999 -4.639 0.981
Cl -1.568 -5.104 -0.628
Cl -1.663 -5.750 2.183
Cl 0.766 -4.695 1.037
Cl -1.547 -3.001 1.326
C -3.445 9.128 -3.092
Cl -2.917 7.723 -4.021
Cl -4.223 10.292 -4.168
Cl -4.583 8.595 -1.856
Cl -2.047 9.884 -2.318
C 4.806 -9.024 -2.461
Cl 4.467 -10.502 -3.371
Cl 4.536 -7.609 -3.485
Cl 3.738 -8.942 -1.057
Cl 6.486 -9.048 -1.917
C -4.206 -6.920 -3.186
Cl -5.792 -6.169 -3.358
Cl -3.935 -8.042 -4.520
Cl -2.959 -5.666 -3.211
Cl -4.129 -7.791 -1.653
C -6.654 1.808 2.659
Cl -7.582 3.010 3.556
Cl -5.659 2.613 1.444
Cl -5.599 0.922 3.776
Cl -7.752 0.673 1.876
C -7.363 5.527 -1.450
Cl -7.255 6.296 0.137
Cl -8.323 6.540 -2.530
Cl -5.741 5.335 -2.114
Cl -8.129 3.945 -1.286
C -9.233 -3.073 2.890
Cl -10.022 -2.093 1.648
Cl -10.434 -3.602 4.070
Cl -8.487 -4.484 2.135
Cl -7.994 -2.112 3.696
C 4.020 -0.217 -8.522
Cl 2.588 0.791 -8.322
Cl 5.481 0.777 -8.440
Cl 4.079 -1.420 -7.231
Cl 3.939 -1.027 -10.089
C 3.372 -8.251 -7.900
Cl 1.626 -8.041 -7.750
Cl 3.726 -9.269 -9.299
Cl 4.137 -6.671 -8.116
Cl 3.999 -9.009 -6.436
```

Calculated values
Molar mass ... 2835.82 g mol⁻¹
HOMO-LUMO gap ... 0.271 hartree
Energy ... -30585.79691 Eh
Lowest unoccupied orbital energy ... -1.110 eV

***

2.
C25H11Cl68N4 | wB97M-V/def2-TZVPD

```
108
C25H11Cl68N4, DFT wB97M-V/def2-TZVPD
N 0.644 0.027 2.296
C 1.021 0.282 1.062
N 0.233 0.658 0.058
C 1.078 0.838 -1.148
C 2.353 0.119 -0.761
C 2.525 -1.265 -1.332
C 3.776 -1.784 -1.658
C 3.778 -3.056 -2.180
C 2.597 -3.736 -2.358
N 1.390 -3.288 -2.030
C 1.411 -2.058 -1.525
N 2.390 0.226 0.734
H 1.280 0.257 3.039
H -0.244 -0.423 2.483
H -0.543 0.019 -0.098
H 1.260 1.884 -1.344
H 0.659 0.441 -2.059
H 3.223 0.651 -1.105
H 4.682 -1.229 -1.535
H 4.700 -3.531 -2.454
H 2.626 -4.705 -2.810
H 0.446 -1.656 -1.258
H 2.664 1.206 0.874
C -2.758 -1.885 5.082
Cl -1.503 -1.425 3.881
Cl -4.024 -0.667 5.091
Cl -3.403 -3.449 4.625
Cl -2.009 -1.987 6.667
C 1.080 4.008 1.182
Cl 0.081 3.205 -0.034
Cl 0.478 3.607 2.790
Cl 2.766 3.446 1.031
Cl 1.029 5.745 0.936
C 5.159 1.769 -4.389
Cl 4.319 0.650 -3.283
Cl 4.102 2.011 -5.768
Cl 5.399 3.315 -3.570
Cl 6.710 1.097 -4.864
C -1.640 6.684 -1.798
Cl -0.860 8.220 -1.421
Cl -2.291 5.983 -0.309
Cl -2.948 6.948 -2.947
Cl -0.452 5.583 -2.503
C 9.944 0.277 -7.564
Cl 9.678 2.021 -7.512
Cl 9.396 -0.440 -6.039
Cl 9.026 -0.421 -8.898
Cl 11.658 -0.057 -7.782
C 5.122 -1.045 3.434
Cl 4.372 -1.744 2.001
Cl 4.381 0.551 3.694
Cl 4.826 -2.067 4.836
Cl 6.852 -0.860 3.181
C -1.161 -7.439 4.508
Cl -1.229 -5.810 5.191
Cl 0.118 -7.502 3.292
Cl -0.821 -8.603 5.785
Cl -2.712 -7.818 3.756
C 3.624 -8.081 -0.860
Cl 3.094 -9.069 -2.217
Cl 2.471 -8.234 0.468
Cl 5.217 -8.612 -0.323
Cl 3.707 -6.382 -1.368
C 0.505 3.509 -6.367
Cl 0.889 5.155 -5.869
Cl -1.194 3.402 -6.822
Cl 1.522 3.037 -7.733
Cl 0.819 2.413 -5.013
C -3.375 1.215 -1.837
Cl -4.648 0.623 -2.890
Cl -3.871 2.721 -1.068
Cl -3.025 0.006 -0.587
Cl -1.914 1.491 -2.802
C 1.443 -11.238 -5.401
Cl 1.958 -12.045 -6.880
Cl -0.150 -11.828 -4.927
Cl 2.602 -11.576 -4.110
Cl 1.369 -9.494 -5.672
C -7.796 1.752 -0.225
Cl -6.881 3.220 0.128
Cl -6.832 0.340 0.222
Cl -9.293 1.756 0.704
Cl -8.176 1.693 -1.947
C -7.668 0.969 6.618
Cl -6.438 1.450 5.435
Cl -8.951 2.173 6.645
Cl -8.337 -0.597 6.159
Cl -6.923 0.854 8.212
C 1.593 6.879 -9.815
Cl 1.586 6.296 -11.479
Cl 0.255 6.147 -8.926
Cl 3.118 6.429 -9.040
Cl 1.421 8.633 -9.800
C -12.211 -0.414 5.000
Cl -12.184 1.210 5.692
Cl -10.973 -0.534 3.743
Cl -11.883 -1.599 6.267
Cl -13.795 -0.730 4.296
C -5.190 2.337 11.781
Cl -4.632 1.572 10.285
Cl -6.871 1.888 12.068
Cl -4.192 1.790 13.128
Cl -5.063 4.088 11.623
C 4.591 4.764 3.887
Cl 5.514 4.085 2.541
Cl 3.480 3.528 4.505
Cl 5.687 5.255 5.170
Cl 3.661 6.151 3.327
```

Calculated values
Molar mass ... 2778.20 g mol⁻¹
HOMO-LUMO gap ... 0.338 hartree
Energy ... -32470.82812 Eh
Lowest unoccupied orbital energy ... -3.037 eV
Net charge ... +1